16 unconnected molecules or ions with the total composition C85H200F24N10O10P4, computed with ωB97M-V/def2-TZVPD.

Bonds (Å) are listed after each position.
Cartesian coordinates (Å):
1 F 16.9293 14.3339 14.9173  P80 1.585
2 F 23.8132 21.6047 13.6669  P32 1.653
3 C 14.0589 16.7285 12.5969  C92 1.512, O203 1.388, H237 1.090, H264 1.080
4 H 28.8703 25.2681 12.8069  C287 1.091
5 C 21.3758 13.0868 11.0103  C83 1.579, H86 1.118, H129 1.094, C214 1.523
6 F 18.6722 15.6787 15.6267  P80 1.671
7 H 21.6411 14.3163 16.7645  C135 1.073
8 H 21.4286 12.8445 17.7493  C135 1.082
9 H 33.7371 26.9780 18.3286  C123 1.080
10 H 12.0770 19.3416 9.2030  C331 1.114
11 H 13.7223 13.5104 17.4957  C27 1.103
12 F 24.9280 23.5631 13.4771  P32 1.673
13 C 17.3021 28.5263 13.5896  H113 1.135, C219 1.505, H241 1.117, N291 1.501
14 H 23.6773 11.7917 10.2344  C213 1.078
15 F 24.3858 16.0087 18.1517  P117 1.595
16 N 22.8483 20.1707 16.1807  H223 1.012, C232 1.497, C235 1.455, H257 1.003
17 C 24.9685 12.6931 12.6086  N87 1.475, C102 1.523, H136 1.085, H158 1.068
18 H 20.3402 16.8240 21.7899  C271 1.088
19 H 32.2596 16.7337 20.4031  C297 1.077
20 H 13.5788 9.7187 17.6208  C151 1.074
21 H 29.6680 17.8336 18.4260  C286 1.096
22 H 15.4176 27.9477 12.7118  C219 1.120
23 H 11.7530 14.6672 16.2473  C39 1.098
24 H 31.9242 28.2974 13.7005  C305 1.037
25 H 29.4563 14.8870 22.1534  C193 1.081
26 C 31.4602 25.5509 17.3142  H106 1.071, C145 1.561, H285 1.104, C325 1.478
27 C 12.7780 13.8168 17.9752  H11 1.103, C39 1.517, H44 1.088, N170 1.589
28 H 24.9071 25.1570 11.8250  N191 1.026
29 F 20.5905 25.7686 14.5699  P64 1.702
30 H 19.5627 30.5851 31.8681  C300 1.118
31 H 23.8569 26.8474 28.6379  C139 1.119
32 P 25.3922 21.9626 13.3340  F2 1.653, F12 1.673, F62 1.569, F168 1.631, F196 1.622, F315 1.558
33 C 18.6342 27.4913 34.5856  H43 1.090, O180 1.269, H258 1.085
34 H 21.9830 22.0251 15.6712  C232 1.069
35 C 25.1246 10.6454 11.4061  C102 1.547, H186 1.108, C213 1.493, H303 1.056
36 H 22.3994 16.5326 25.6428  C85 1.091
37 C 21.1020 20.0517 20.1216  C67 1.483, H181 1.088, H229 1.083, O304 1.437
38 C 12.6069 17.1873 16.0816  H52 1.080, H95 1.133, H240 1.092, C242 1.570
39 C 12.1540 14.9765 17.2212  H23 1.098, C27 1.517, H238 1.069, C242 1.517
40 H 15.8683 30.5868 16.9889  C96 1.085
41 H 22.7630 28.7282 30.7657  C116 1.119
42 H 14.1768 31.4002 14.6763  C278 1.122
43 H 18.8817 26.4512 34.7970  C33 1.090
44 H 13.0242 14.1092 18.9933  C27 1.088
45 F 24.0768 18.2890 18.1162  P117 1.695
46 C 11.3445 12.0583 16.5759  H74 1.100, C77 1.564, N170 1.548, H206 1.118
47 F 18.9628 13.9595 14.0652  P80 1.664
48 H 26.9429 24.4022 11.0880  C251 1.105
49 H 15.1621 28.4113 14.9508  C84 1.064
50 C 29.0050 16.9724 21.0303  C107 1.487, H109 1.088, H220 1.092, N296 1.539
51 H 22.3029 23.0709 17.9542  C138 1.080
52 H 12.3620 16.7866 15.1085  C38 1.080
53 C 14.0681 18.9478 10.0310  H120 1.095, N163 1.486, H279 1.054, C331 1.545
54 C 20.7322 29.6290 29.9066  N79 1.590, H115 1.111, C116 1.573, H275 1.082
55 H 31.2309 15.9536 16.5661  C149 1.107
56 H 22.2134 25.9098 28.3322  C139 1.069
57 H 34.4912 28.3617 17.5366  C123 1.079
58 F 20.9439 24.5786 16.5718  P64 1.659
59 F 18.7447 23.7096 16.4121  P64 1.621
60 H 33.4737 29.5321 15.8245  C146 1.088
61 C 33.8271 26.6901 15.7294  C89 1.507, H122 1.111, N148 1.486, H277 1.077
62 F 26.8969 22.4024 13.2628  P32 1.569
63 C 22.0180 12.4009 15.7607  C135 1.567, H199 1.100, C227 1.487, H298 1.114
64 P 19.6652 24.7036 15.5216  F29 1.702, F58 1.659, F59 1.621, F90 1.615, F200 1.662, F224 1.645
65 H 22.9317 18.1713 21.2413  N156 1.055
66 H 14.1376 16.9598 10.3464  N163 1.021
67 C 21.2377 18.5808 19.9871  C37 1.483, N156 1.530, H166 1.091, H283 1.096
68 C 18.1251 29.0989 32.9075  H108 1.053, O180 1.574, H259 1.025, C300 1.590
69 H 21.2593 13.4098 14.0577  C227 1.119
70 H 21.3693 15.4185 23.2278  C114 1.117
71 H 32.3495 14.4341 21.2324  C132 1.098
72 H 9.3017 11.8368 20.8889  C161 1.080
73 H 13.3427 11.8652 19.1946  C318 1.072
74 H 11.7996 12.6886 15.7975  C46 1.100
75 H 25.2678 21.0051 18.8314  C104 1.109
76 H 10.6194 18.7790 12.0119  C160 1.102
77 C 12.0164 10.6605 16.3750  C46 1.564, H97 1.097, C151 1.480, H307 1.088
78 O 22.2522 24.8188 11.2314  C205 1.385, C268 1.351
79 N 19.7381 28.7954 30.8258  C54 1.590, H93 0.981, H209 0.996, C300 1.537
80 P 17.9573 15.2809 14.1697  F1 1.585, F6 1.671, F47 1.664, F81 1.645, F155 1.621, F256 1.697
81 F 19.0519 16.2307 13.3914  P80 1.645
82 H 20.7057 23.5029 11.4794  C268 1.113
83 C 22.8082 13.5045 11.5275  C5 1.579, N87 1.516, H112 1.074, H174 1.068
84 C 15.8641 28.9443 15.5461  H49 1.064, C96 1.524, H273 1.103, N291 1.493
85 C 22.9804 17.1094 24.9215  H36 1.091, H128 1.078, O239 1.450, H329 1.103
86 H 21.6188 12.3986 10.1633  C5 1.118
87 N 23.5849 12.3886 12.1974  C17 1.475, C83 1.516, C213 1.509, C309 1.548
88 H 16.7238 31.2465 13.4095  C194 1.066
89 C 33.4248 26.8588 14.2866  C61 1.507, H207 1.087, H293 1.092, C305 1.539
90 F 19.1343 25.9562 16.3914  P64 1.615
91 H 26.7640 17.4491 22.8891  C165 1.089
92 C 15.2021 17.4842 11.9571  C3 1.512, H99 1.076, N163 1.562, H210 1.110
93 H 20.1736 28.2938 31.5478  N79 0.981
94 H 21.6786 28.8370 17.3645  C332 1.081
95 H 11.6498 17.6947 16.4142  C38 1.133
96 C 15.2361 30.1605 16.2169  H40 1.085, C84 1.524, H202 1.057, C278 1.534
97 H 11.2613 9.8867 16.5577  C77 1.097
98 H 19.2679 19.2796 15.7637  C164 1.101
99 H 16.1455 16.9669 11.9556  C92 1.076
100 H 28.8630 16.5192 23.2158  C107 1.131
101 C 18.0906 30.1533 15.2709  C215 1.606, H226 1.066, H263 1.132, N291 1.533
102 C 25.6547 11.3360 12.6849  C17 1.523, C35 1.547, H225 1.066, H312 1.100
103 H 21.9981 11.1630 13.1068  C309 1.090
104 C 24.5105 21.7775 19.0778  H75 1.109, H192 1.103, H288 1.130, O292 1.412
105 H 23.0305 15.7566 22.6188  C114 1.076
106 H 32.0949 24.7301 17.0487  C26 1.071
107 C 28.8683 17.3601 22.4593  C50 1.487, H100 1.131, C165 1.508, H295 1.140
108 H 17.3488 28.4836 32.5497  C68 1.053
109 H 29.0517 17.9001 20.4642  C50 1.088
110 H 21.7943 19.7621 14.5107  C235 1.103
111 H 25.7624 27.1657 10.7290  C290 1.060
112 H 22.5994 14.2041 12.3158  C83 1.074
113 H 18.2649 28.0305 13.9281  C13 1.135
114 C 22.0642 16.1887 22.8126  H70 1.117, H105 1.076, O239 1.442, C271 1.510
115 H 20.3047 29.4204 28.9025  C54 1.111
116 C 22.1587 28.9677 29.8548  H41 1.119, C54 1.573, H252 1.133, O284 1.581
117 P 25.3353 17.2332 18.5319  F15 1.595, F45 1.695, F130 1.605, F197 1.619, F310 1.623, F326 1.663
118 H 23.4516 23.1089 11.4807  C205 1.101
119 H 31.4475 17.6363 18.4382  C286 1.099
120 H 14.3491 19.1461 8.9917  C53 1.095
121 H 12.0883 17.9798 10.2751  C331 1.122
122 H 34.8081 27.1594 15.9545  C61 1.111
123 C 33.5525 27.9240 17.8403  H9 1.080, H57 1.079, N148 1.540, C208 1.488
124 H 22.1447 23.6469 31.0702  no bonds
125 H 31.2497 26.7858 15.5538  C325 1.085
126 C 10.8435 13.2738 20.2330  C161 1.516, C175 1.512, H184 1.099, H211 1.087
127 H 15.4456 30.1091 13.1704  C194 1.087
128 H 23.2358 18.0725 25.3322  C85 1.078
129 H 20.7132 12.7461 11.8118  C5 1.094
130 F 26.3033 18.4359 18.9694  P117 1.605
131 H 31.6877 29.2221 15.8991  C146 1.101
132 C 31.5983 14.6835 21.9928  H71 1.098, C193 1.483, H249 1.095, C327 1.546
133 H 17.6478 27.3763 11.4063  C162 1.106
134 H 19.7062 22.0916 22.2715  C328 1.087
135 C 21.2642 13.3123 16.7881  H7 1.073, H8 1.082, C63 1.567, H217 1.109
136 H 25.3789 13.3102 11.8159  C17 1.085
137 H 23.7744 24.8359 9.0819  C147 1.115
138 C 22.8377 22.2312 17.5346  H51 1.080, H143 1.123, C232 1.479, O292 1.444
139 C 22.7448 26.7516 28.7210  H31 1.119, H56 1.069, O284 1.293
140 H 22.1680 17.3655 16.4451  C316 1.126
141 H 16.1650 26.3301 11.4528  C162 1.058
142 H 10.1057 19.9069 10.7273  C160 1.127
143 H 23.7145 22.7187 17.0303  C138 1.123
144 H 27.4429 24.3630 13.4482  C287 1.074
145 C 29.9671 25.1376 17.1247  C26 1.561, C159 1.526, H266 1.091, H270 1.084
146 C 32.6787 28.8080 15.6575  H60 1.088, H131 1.101, N148 1.503, C305 1.588
147 C 24.2073 24.3829 10.0046  H137 1.115, N191 1.479, C205 1.531, H234 1.098
148 N 32.9047 27.5750 16.4872  C61 1.486, C123 1.540, C146 1.503, C325 1.529
149 C 30.4727 16.7337 16.7721  H55 1.107, H152 1.082, H173 1.120, C286 1.555
150 H 21.2222 14.6231 9.5907  C214 1.075
151 C 13.1911 10.6589 17.2753  H20 1.074, C77 1.480, H244 1.093, C318 1.552
152 H 30.6946 17.6107 16.1782  C149 1.082
153 H 19.5259 22.1290 20.5553  C328 1.098
154 C 30.3752 15.9025 19.1471  H228 1.083, C286 1.503, N296 1.569, H319 1.082
155 F 17.2288 14.9592 12.7577  P80 1.621
156 N 21.8790 18.1372 21.3032  H65 1.055, C67 1.530, C271 1.493, H308 0.990
157 H 27.3710 18.7630 21.8279  C165 1.100
158 H 24.9177 13.3110 13.4783  C17 1.068
159 C 29.5514 23.9403 17.9737  C145 1.526, H245 1.078, H248 1.098, H282 1.079
160 C 10.8076 19.7835 11.6008  H76 1.102, H142 1.127, O250 1.420, H254 1.076
161 C 9.6053 12.8663 21.0070  H72 1.080, C126 1.516, H167 1.101, H231 1.114
162 C 16.9589 26.7553 12.0083  H133 1.106, H141 1.058, C219 1.496, H246 1.123
163 N 14.7976 17.7298 10.4686  C53 1.486, H66 1.021, C92 1.562, H187 1.032
164 C 19.2822 18.9466 16.8129  H98 1.101, H171 1.080, H324 1.113, O330 1.448
165 C 27.5931 18.1291 22.6995  H91 1.089, C107 1.508, H157 1.100, C178 1.529
166 H 20.2418 18.1369 19.9387  C67 1.091
167 H 9.8056 12.9498 22.0860  C161 1.101
168 F 25.6066 21.8084 14.9434  P32 1.631
169 C 33.4123 29.1668 20.0643  H179 1.059, C208 1.570, H218 1.074, H269 1.124
170 N 11.8111 12.5558 17.9655  C27 1.589, C46 1.548, C175 1.477, C318 1.492
171 H 18.9901 19.7777 17.4371  C164 1.080
172 H 18.1216 30.1910 30.9767  C300 1.095
173 H 29.4564 16.4382 16.4067  C149 1.120
174 H 23.4615 13.9781 10.8285  C83 1.068
175 C 10.6269 12.8354 18.8019  C126 1.512, N170 1.477, H201 1.110, H333 1.126
176 H 22.9582 13.7901 14.4167  C227 1.110
177 H 14.1367 15.7774 16.7574  C242 1.091
178 C 27.6409 18.9968 23.9570  C165 1.529, H190 1.060, H212 1.065, H323 1.082
179 H 33.0813 30.1323 20.3453  C169 1.059
180 O 18.9746 27.8794 33.4262  C33 1.269, C68 1.574
181 H 22.0788 20.4454 20.3960  C37 1.088
182 C 12.8413 14.7678 12.2150  O203 1.411, H261 1.139, H262 1.088, H289 1.122
183 H 19.5938 14.2382 10.2671  C214 1.106
184 H 11.7940 12.8486 20.5836  C126 1.099
185 H 31.7092 28.2583 19.1351  C208 1.122
186 H 24.9610 9.5583 11.5476  C35 1.108
187 H 15.5621 17.4381 9.8399  N163 1.032
188 H 33.5906 28.8978 13.7653  C305 1.045
189 H 31.2344 16.3770 23.1731  C327 1.060
190 H 27.7792 18.3306 24.7699  C178 1.060
191 N 24.6776 25.4796 10.8789  H28 1.026, C147 1.479, C290 1.455, H314 1.005
192 H 24.4235 21.9806 20.1587  C104 1.103
193 C 30.2401 14.8195 21.4124  H25 1.081, C132 1.483, H233 1.096, N296 1.523
194 C 16.0512 30.6013 13.9272  H88 1.066, H127 1.087, C278 1.579, N291 1.492
195 H 22.3419 23.1472 10.0922  C205 1.107
196 F 25.2120 22.0622 11.7248  P32 1.622
197 F 24.6842 17.2642 20.0140  P117 1.619
198 H 21.1701 22.2755 21.1997  C328 1.144
199 H 22.9906 12.2205 16.2406  C63 1.100
200 F 18.4013 24.9532 14.4715  P64 1.662
201 H 10.0197 11.9074 18.7455  C175 1.110
202 H 14.2794 29.8633 16.5537  C96 1.057
203 O 13.9800 15.5359 11.8916  C3 1.388, C182 1.411
204 H 21.6480 16.1637 20.7099  C271 1.072
205 C 23.0025 23.7709 10.7239  O78 1.385, H118 1.101, C147 1.531, H195 1.107
206 H 10.2310 12.0966 16.4875  C46 1.118
207 H 34.3265 26.9103 13.6811  C89 1.087
208 C 32.6735 28.6940 18.7623  C123 1.488, C169 1.570, H185 1.122, H230 1.080
209 H 19.2468 28.1956 30.2007  N79 0.996
210 H 15.3736 18.4793 12.4194  C92 1.110
211 H 10.9868 14.3504 20.2805  C126 1.087
212 H 28.3679 19.7685 24.0548  C178 1.065
213 C 23.7981 11.2929 11.1819  H14 1.078, C35 1.493, N87 1.509, H255 1.073
214 C 20.6778 14.3272 10.4695  C5 1.523, H150 1.075, H183 1.106, H299 1.118
215 C 18.9435 29.1965 16.2381  C101 1.606, H306 1.102, H311 1.102, C320 1.546
216 H 19.2342 30.6777 17.6740  C320 1.112
217 H 20.1925 13.4818 16.5579  C135 1.109
218 H 34.4575 29.1323 19.8214  C169 1.074
219 C 16.3234 27.4658 13.1610  C13 1.505, H22 1.120, C162 1.496, H267 1.132
220 H 28.1486 16.3140 20.8708  C50 1.092
221 H 20.3187 28.5396 18.4555  C332 1.104
222 H 21.2895 29.9707 18.7578  C332 1.093
223 H 23.0834 19.7225 17.0565  N16 1.012
224 F 20.2511 23.4773 14.5952  P64 1.645
225 H 26.7112 11.4807 12.6912  C102 1.066
226 H 18.6575 30.6386 14.5102  C101 1.066
227 C 22.2247 12.9574 14.3976  C63 1.487, H69 1.119, H176 1.110, C309 1.593
228 H 29.4359 15.3866 18.9943  C154 1.083
229 H 20.7173 20.5250 19.2265  C37 1.083
230 H 32.4824 29.6458 18.2886  C208 1.080
231 H 8.7393 13.5092 20.7296  C161 1.114
232 C 22.1017 21.4173 16.5423  N16 1.497, H34 1.069, C138 1.479, H294 1.114
233 H 29.9541 14.1068 20.6310  C193 1.096
234 H 24.9350 23.5671 9.9027  C147 1.098
235 C 22.2377 19.1649 15.3252  N16 1.455, H110 1.103, C316 1.531, H322 1.065
236 H 20.8141 17.5789 15.3451  C316 1.091
237 H 14.4551 16.5468 13.5965  C3 1.090
238 H 11.3337 15.3340 17.8055  C39 1.069
239 O 22.2152 17.3099 23.7068  C85 1.450, C114 1.442
240 H 13.4148 17.9162 15.9898  C38 1.092
241 H 17.5606 29.0795 12.6547  C13 1.117
242 C 13.1518 16.1112 17.0869  C38 1.570, C39 1.517, H177 1.091, H321 1.116
243 O 26.9899 26.0141 12.3583  C251 1.403, C287 1.445
244 H 13.9054 11.2900 16.7407  C151 1.093
245 H 28.4960 23.7827 17.8246  C159 1.078
246 H 17.5551 25.8576 12.3236  C162 1.123
247 H 28.0052 25.9197 10.5620  C251 1.162
248 H 30.0528 23.0169 17.6562  C159 1.098
249 H 31.6734 13.9409 22.7938  C132 1.095
250 O 12.1750 19.9208 11.2450  C160 1.420, C331 1.462
251 C 27.0382 25.5027 11.0528  H48 1.105, O243 1.403, H247 1.162, C290 1.511
252 H 22.5779 29.4605 28.9247  C116 1.133
253 H 30.9246 27.4982 17.0905  C325 1.054
254 H 10.5368 20.5686 12.2845  C160 1.076
255 H 22.9117 10.6906 11.2322  C213 1.073
256 F 16.9440 16.5921 14.5342  P80 1.697
257 H 23.7542 20.4174 15.8283  N16 1.003
258 H 18.2008 28.0384 35.4167  C33 1.085
259 H 18.1061 29.7763 33.6764  C68 1.025
260 H 32.9942 16.3009 22.6750  C327 1.092
261 H 12.8570 14.4897 13.3194  C182 1.139
262 H 12.8715 13.8455 11.6377  C182 1.088
263 H 17.6564 31.0180 15.8594  C101 1.132
264 H 13.1027 17.2295 12.5551  C3 1.080
265 H 27.7975 25.8588 14.2082  C287 1.087
266 H 29.3521 26.0375 17.1800  C145 1.091
267 H 16.0587 26.7364 13.9854  C219 1.132
268 C 20.9247 24.5805 11.3090  O78 1.351, H82 1.113, H280 1.127, H317 1.093
269 H 33.2453 28.4033 20.8728  C169 1.124
270 H 29.8306 24.7827 16.1100  C145 1.084
271 C 21.4040 16.7481 21.5747  H18 1.088, C114 1.510, N156 1.493, H204 1.072
272 H 22.4647 26.9620 35.8213  no bonds
273 H 16.2860 28.1788 16.2195  C84 1.103
274 H 31.2693 17.9670 21.3654  C297 1.095
275 H 20.6936 30.6800 30.1592  C54 1.082
276 H 25.9274 26.1056 9.3239  C290 1.063
277 H 33.8112 25.6808 16.1045  C61 1.077
278 C 15.1976 31.2159 15.1044  H42 1.122, C96 1.534, C194 1.579, H301 1.102
279 H 14.5076 19.7389 10.5717  C53 1.054
280 H 20.4028 25.0425 10.4229  C268 1.127
281 H 23.4387 11.1311 13.9313  C309 1.093
282 H 29.7090 24.1101 19.0271  C159 1.079
283 H 21.8798 18.2236 19.1733  C67 1.096
284 O 21.8879 27.4975 29.3388  C116 1.581, C139 1.293
285 H 31.6841 25.7262 18.3807  C26 1.104
286 C 30.4886 17.1230 18.2780  H21 1.096, H119 1.099, C149 1.555, C154 1.503
287 C 27.8813 25.3263 13.2641  H4 1.091, H144 1.074, O243 1.445, H265 1.087
288 H 24.7010 22.7900 18.6145  C104 1.130
289 H 11.8600 15.2815 12.0381  C182 1.122
290 C 25.8589 26.1684 10.3824  H111 1.060, N191 1.455, C251 1.511, H276 1.063
291 N 16.8552 29.5404 14.6017  C13 1.501, C84 1.493, C101 1.533, C194 1.492
292 O 23.2526 21.3489 18.5997  C104 1.412, C138 1.444
293 H 32.7418 26.1098 13.8799  C89 1.092
294 H 21.0867 21.1103 16.8841  C232 1.114
295 H 29.7157 18.0014 22.8707  C107 1.140
296 N 30.2674 16.1607 20.6905  C50 1.539, C154 1.569, C193 1.523, C297 1.550
297 C 31.5290 16.9213 21.1718  H19 1.077, H274 1.095, N296 1.550, C327 1.544
298 H 21.5162 11.4061 15.7371  C63 1.114
299 H 20.7801 15.1266 11.2438  C214 1.118
300 C 18.8577 29.7449 31.6532  H30 1.118, C68 1.590, N79 1.537, H172 1.095
301 H 15.5681 32.2257 15.3445  C278 1.102
302 H 20.3674 30.7290 16.2835  C320 1.083
303 H 25.8004 10.8059 10.6102  C35 1.056
304 O 20.2651 20.3900 21.2403  C37 1.437, C328 1.358
305 C 32.8496 28.2815 14.1690  H24 1.037, C89 1.539, C146 1.588, H188 1.045
306 H 19.6170 28.5516 15.6504  C215 1.102
307 H 12.1470 10.5395 15.3022  C77 1.088
308 H 21.5341 18.6578 22.0711  N156 0.990
309 C 22.7932 11.8436 13.4105  N87 1.548, H103 1.090, C227 1.593, H281 1.093
310 F 26.5353 16.1947 18.8716  P117 1.623
311 H 18.2930 28.6454 16.9371  C215 1.102
312 H 25.2275 10.8139 13.5533  C102 1.100
313 H 11.9429 10.7387 19.0199  C318 1.121
314 H 23.8948 26.1085 10.9238  N191 1.005
315 F 25.6881 20.4487 13.1126  P32 1.558
316 C 21.4146 18.1177 16.0792  H140 1.126, C235 1.531, H236 1.091, O330 1.406
317 H 20.5336 25.0229 12.2287  C268 1.093
318 C 12.6454 11.4410 18.5002  H73 1.072, C151 1.552, N170 1.492, H313 1.121
319 H 31.2087 15.2428 18.9439  C154 1.082
320 C 19.9250 30.0860 17.0347  C215 1.546, H216 1.112, H302 1.083, C332 1.557
321 H 13.3709 16.6806 18.0212  C242 1.116
322 H 23.0124 18.5718 14.8971  C235 1.065
323 H 26.6746 19.4821 23.9209  C178 1.082
324 H 18.6056 18.0723 16.9387  C164 1.113
325 C 31.5708 26.8339 16.5887  C26 1.478, H125 1.085, N148 1.529, H253 1.054
326 F 25.8785 17.3833 16.9669  P117 1.663
327 C 31.9456 16.1260 22.4277  C132 1.546, H189 1.060, H260 1.092, C297 1.544
328 C 20.1711 21.7400 21.3540  H134 1.087, H153 1.098, H198 1.144, O304 1.358
329 H 23.9191 16.5963 24.6515  C85 1.103
330 O 20.6638 18.6589 17.1376  C164 1.448, C316 1.406
331 C 12.5300 19.0046 10.1631  H10 1.114, C53 1.545, H121 1.122, O250 1.462
332 C 20.9185 29.3226 17.9598  H94 1.081, H221 1.104, H222 1.093, C320 1.557
333 H 9.9954 13.5764 18.2370  C175 1.126

Output
Total energy, a.u.: -8418.95100
Orbital gap, eV: 3.28
Charge: +6